(1)
An isolated molecule of C2H3ClFI. Source: the Open Molecules 2025 dataset; level of theory: ωB97M-V/def2-TZVPD.

XYZ file:
```
8
C2H3ClFI | the Open Molecules 2025 dataset | ωB97M-V/def2-TZVPD
C -0.36 -0.80 -0.14
C 0.14 0.68 -0.04
F 0.91 0.85 -1.10
Cl -1.00 1.99 0.00
I 1.58 0.99 1.85
H -1.00 -1.18 0.56
H -0.80 -1.08 -1.10
H 0.53 -1.44 -0.02
```

Output
Molecular weight in g/mol: 208.40
E_HOMO (alpha / beta) in eV: -6.7 / -10.2
F_max in eV/Å: 4.29
Expectation value of S²: 2.006
Charge: 0
2S+1: 3
Relative energy (zero: lowest compared OMol25 entry of this formula, charge and spin) in kcal per mole: 0.0
Energy in a.u.: -935.6193
Kohn-Sham gap (alpha / beta) in eV: 7.44 / 6.59

=====

(2)
C43H53IIrN5O4P2S as an isolated structure. Source: the Open Molecules 2025 dataset; level of theory: ωB97M-V/def2-TZVPD.

XYZ file:
```
110
C43H53IIrN5O4P2S | the Open Molecules 2025 dataset | ωB97M-V/def2-TZVPD
Ir 0.00 -0.29 -0.07
C -0.61 4.10 -0.67
C 0.82 3.60 -0.60
C 1.38 3.77 0.81
P 0.98 1.81 -1.11
C 0.67 1.77 -2.95
C 1.47 2.74 -3.81
C 0.89 0.33 -3.42
C 2.79 1.60 -0.90
C 3.71 2.53 -1.35
C 5.06 2.44 -1.05
C 6.03 3.46 -1.56
C 5.49 1.40 -0.23
C 4.60 0.46 0.25
C 3.23 0.51 -0.09
N 2.32 -0.36 0.41
C 2.65 -1.51 1.06
C 3.69 -2.38 0.69
C 3.90 -3.56 1.36
C 3.11 -3.91 2.46
C 3.36 -5.17 3.22
C 2.07 -3.07 2.82
C 1.81 -1.90 2.13
P 0.40 -0.77 2.36
C -0.93 -1.56 3.40
C -0.62 -1.70 4.89
C -1.34 -2.90 2.77
C 1.14 0.72 3.23
C 0.04 1.66 3.70
C 2.12 0.36 4.34
H -0.64 5.18 -0.55
H -1.20 3.67 0.14
H -1.09 3.84 -1.61
H 1.43 4.18 -1.30
H 0.76 3.22 1.51
H 1.36 4.82 1.09
H 2.40 3.42 0.88
H -0.40 2.00 -3.04
H 2.53 2.49 -3.82
H 1.35 3.77 -3.49
H 1.11 2.68 -4.84
H 1.92 0.04 -3.27
H 0.65 0.23 -4.48
H 0.24 -0.34 -2.86
H 3.37 3.36 -1.95
H 5.51 4.31 -2.00
H 6.66 3.01 -2.33
H 6.68 3.80 -0.77
H 6.53 1.33 0.05
H 4.94 -0.30 0.93
H 4.30 -2.13 -0.17
H 4.68 -4.23 1.03
H 4.37 -5.53 3.05
H 2.67 -5.95 2.90
H 3.22 -5.02 4.29
H 1.45 -3.35 3.66
H -1.76 -0.87 3.26
H 0.30 -2.25 5.07
H -1.43 -2.26 5.36
H -0.56 -0.74 5.38
H -0.56 -3.65 2.86
H -1.58 -2.77 1.72
H -2.24 -3.27 3.26
H 1.69 1.21 2.42
H -0.49 1.25 4.56
H -0.68 1.82 2.90
H 0.47 2.62 3.99
H 1.62 -0.10 5.18
H 2.59 1.28 4.69
H 2.90 -0.30 3.98
N -5.18 -1.40 -5.84
C -4.82 -1.55 -4.54
C -5.07 -0.53 -3.61
C -4.62 -0.66 -2.31
C -3.93 -1.79 -1.93
C -3.70 -2.82 -2.83
C -4.12 -2.69 -4.13
S -3.25 -1.88 -0.29
O -3.63 -0.71 0.45
O -3.52 -3.16 0.32
N -1.62 -1.76 -0.56
C -0.87 -2.77 -0.94
N 0.46 -2.46 -0.96
C 1.32 -3.41 -1.26
C 0.91 -4.70 -1.56
C -0.46 -4.91 -1.57
N -1.33 -3.97 -1.28
H -5.79 -0.64 -6.10
H -5.17 -2.20 -6.45
H -5.62 0.35 -3.91
H -4.79 0.11 -1.57
H -3.17 -3.70 -2.49
H -3.91 -3.47 -4.86
H 2.36 -3.13 -1.27
H 1.62 -5.48 -1.78
H -0.88 -5.87 -1.84
I -7.00 5.48 0.50
C -5.45 4.06 0.37
C -5.09 3.56 -0.87
C -4.04 2.66 -0.97
C -3.36 2.26 0.18
C -3.74 2.75 1.42
C -4.78 3.65 1.52
C -2.18 1.37 0.06
O -1.80 0.98 -1.07
O -1.49 1.14 1.09
H -5.61 3.88 -1.76
H -3.72 2.27 -1.92
H -3.20 2.43 2.30
H -5.07 4.04 2.48
```

Output
Molecular weight in g/mol: 1117.06
E_HOMO (alpha / beta) in eV: -9.7 / -9.6
F_max in eV/Å: 2.98
Expectation value of S²: 0.758
Charge: +1
2S+1: 2
Energy in a.u.: -3727.8046
Kohn-Sham gap (alpha / beta) in eV: 5.05 / 5.29

=====

(3)
A 15-piece molecular cluster, C4H39NO14 overall. Source: the Open Molecules 2025 dataset; level of theory: ωB97M-V/def2-TZVPD.

XYZ file:
```
58
C4H39NO14 | the Open Molecules 2025 dataset | ωB97M-V/def2-TZVPD
C 0.04 -0.15 2.63
C 0.19 -1.75 2.49
C -0.90 -2.28 3.51
C 0.13 -2.30 1.02
N 1.23 0.43 3.30
H -1.01 0.04 3.03
H 0.11 0.18 1.50
H 1.28 -1.90 2.69
H -1.89 -1.93 3.17
H -0.71 -1.85 4.48
H -0.93 -3.36 3.51
H 0.81 -1.74 0.31
H 0.31 -3.36 0.84
H -0.89 -2.02 0.38
H 1.59 -0.12 4.02
H 1.09 1.38 3.67
H 3.08 0.68 -3.12
H 3.06 0.28 -1.64
O 2.53 0.45 -2.42
H 1.05 1.34 -2.41
H -0.34 1.05 -2.72
O 0.28 1.65 -2.04
H 4.34 1.60 0.46
H 3.78 2.30 -0.72
O 4.48 1.72 -0.48
H -4.02 0.11 0.97
H -3.76 0.47 -0.36
O -3.99 -0.25 0.17
H -1.82 -0.28 -0.57
H -1.18 1.01 -1.14
O -1.80 0.29 -1.25
H -2.41 3.09 1.63
H -1.24 2.20 1.34
O -2.15 2.18 1.67
H 0.24 -0.88 -3.08
H -1.26 -0.93 -3.56
O -0.36 -0.38 -3.70
H -2.60 2.57 -1.66
H -2.06 3.30 -0.41
O -2.28 3.35 -1.30
H -2.09 -2.94 -3.38
H -2.43 -1.76 -2.37
O -2.35 -2.06 -3.35
H 2.51 -1.45 -3.13
H 1.68 -2.64 -2.48
O 1.68 -2.12 -3.23
H 2.76 2.65 1.70
H 1.99 2.97 0.44
O 2.75 3.21 0.87
H -0.05 3.10 -0.31
H 0.37 1.60 -0.37
O -0.04 2.30 0.24
H -3.32 -3.12 -0.30
H -2.97 -1.74 -0.10
O -2.58 -2.54 -0.18
H 3.56 -1.35 0.52
H 3.03 0.15 0.87
O 3.46 -0.48 0.32
```

Output
Molecular weight in g/mol: 325.35
E_HOMO in eV: -9.7
F_max in eV/Å: 6.05
Charge: 0
Relative energy (zero: lowest compared OMol25 entry of this formula, charge and spin) in kcal per mole: 77.7
Energy in a.u.: -1283.7521
Kohn-Sham gap in eV: 9.87

=====

(4)
A 2-piece molecular cluster, H2NO4P overall. Source: the Open Molecules 2025 dataset; level of theory: ωB97M-V/def2-TZVPD.

XYZ file:
```
8
H2NO4P | the Open Molecules 2025 dataset | ωB97M-V/def2-TZVPD
N 1.09 0.42 -0.14
O -1.21 1.34 0.12
O -0.02 -1.71 0.30
O -1.61 -0.44 -0.52
O -1.27 -1.30 0.33
P 0.21 1.76 0.07
H 0.72 -0.59 -0.03
H 2.09 0.51 -0.13
```

Output
Molecular weight in g/mol: 110.99
E_HOMO (alpha / beta) in eV: -10.2 / -10.0
F_max in eV/Å: 1.58
Charge: 0
Relative energy (zero: lowest compared OMol25 entry of this formula, charge and spin) in kcal per mole: 165.4
Energy in a.u.: -698.0137
Kohn-Sham gap (alpha / beta) in eV: 8.50 / 8.08